[1]
{"formula": "C12H26BO8PS", "method": "wB97M-V/def2-TZVPD", "elements": ["C", "B", "O", "C", "P", "O", "O", "S", "O", "O", "O", "C", "C", "H", "H", "H", "H", "H", "H", "H", "H", "H", "H", "C", "C", "C", "O", "C", "H", "H", "H", "H", "H", "H", "H", "H", "C", "C", "C", "O", "C", "H", "H", "H", "H", "H", "H", "H", "H"], "positions_angstrom": [[-2.12, 0.78, -3.34], [-0.90, -0.14, -2.65], [-0.24, -1.21, -3.42], [-0.48, 0.30, -1.08], [-1.79, -0.60, -0.02], [-1.67, -2.18, -0.29], [-0.55, 1.79, -1.21], [0.99, 2.18, -1.91], [1.02, 2.84, -3.31], [1.92, 3.12, -1.05], [1.85, 0.67, -1.72], [1.08, 0.09, -0.61], [1.55, -1.33, 0.07], [-2.67, 0.19, -4.21], [-1.69, 1.82, -3.72], [-2.85, 1.06, -2.45], [-0.46, -1.01, -4.39], [-1.48, -0.43, 1.40], [-3.16, -0.24, -0.34], [1.19, 0.90, 0.25], [1.07, -1.42, 1.16], [1.28, -2.29, -0.53], [2.73, -1.24, 0.27], [-6.35, -0.70, 3.43], [-5.69, -1.82, 2.66], [-5.55, -1.21, 1.28], [-5.40, 0.20, 1.46], [-5.70, 0.53, 2.82], [-6.20, -0.77, 4.51], [-7.43, -0.69, 3.22], [-4.70, -2.02, 3.07], [-6.26, -2.75, 2.66], [-6.46, -1.37, 0.68], [-4.70, -1.61, 0.73], [-4.76, 0.77, 3.32], [-6.36, 1.41, 2.85], [7.19, 0.68, -0.37], [6.15, 1.49, 0.37], [4.91, 0.66, 0.18], [5.33, -0.71, 0.09], [6.76, -0.74, -0.06], [8.22, 0.89, -0.05], [7.11, 0.87, -1.45], [6.41, 1.55, 1.43], [6.05, 2.51, -0.01], [4.39, 0.91, -0.75], [4.20, 0.77, 1.01], [7.19, -1.09, 0.88], [7.03, -1.44, -0.86]], "e_above_lowest_kcal_mol": 133.7, "largest_force_ev_per_a": 8.8, "gap_ha": 0.320, "multiplicity": 1, "smiles": "CB(O)[C@]1([PH2]=O)OS(=O)(=O)O[C@@H]1C.C1CCOC1.C1CCOC1", "total_charge": 0}

[2]
{"formula": "C12H26BrGaIO6", "method": "wB97M-V/def2-TZVPD", "elements": ["C", "C", "C", "I", "Ga", "C", "C", "C", "Br", "H", "H", "H", "H", "H", "H", "H", "H", "H", "H", "H", "H", "H", "H", "C", "O", "C", "O", "O", "C", "H", "H", "H", "H", "H", "H", "C", "O", "C", "O", "O", "C", "H", "H", "H", "H", "H", "H"], "positions_angstrom": [[1.43, -1.55, 1.86], [1.53, -0.20, 2.61], [1.00, 0.96, 1.78], [1.28, 2.75, 3.01], [-1.00, 0.93, 1.22], [-1.74, -0.94, 0.78], [-2.63, -1.60, 1.84], [-3.85, -0.75, 2.14], [-4.70, -1.27, 3.83], [0.64, -2.16, 2.28], [2.37, -2.10, 1.96], [1.24, -1.39, 0.80], [1.04, -0.23, 3.58], [2.59, -0.03, 2.83], [1.65, 1.16, 0.93], [-1.85, 1.70, 2.34], [-1.10, 1.80, -0.15], [-0.97, -1.66, 0.48], [-2.37, -0.80, -0.11], [-3.01, -2.56, 1.44], [-2.09, -1.85, 2.75], [-4.62, -0.86, 1.38], [-3.60, 0.30, 2.25], [4.07, 3.88, 1.03], [5.49, 3.83, 0.78], [5.91, 2.73, 0.18], [5.23, 1.80, -0.17], [7.24, 2.81, 0.02], [7.82, 1.68, -0.62], [3.89, 4.83, 1.52], [3.52, 3.83, 0.10], [3.74, 3.08, 1.69], [7.41, 1.55, -1.62], [7.65, 0.78, -0.03], [8.88, 1.88, -0.68], [-2.05, -1.64, -3.33], [-3.37, -1.77, -2.77], [-4.34, -1.86, -3.67], [-4.21, -1.86, -4.87], [-5.50, -1.97, -3.01], [-6.64, -2.08, -3.86], [-1.37, -1.56, -2.49], [-1.81, -2.51, -3.93], [-1.98, -0.74, -3.93], [-6.57, -2.97, -4.49], [-6.74, -1.19, -4.48], [-7.50, -2.16, -3.20]], "largest_force_ev_per_a": 0.7, "gap_ha": 0.272, "multiplicity": 1, "total_charge": -1}

It is found that the LUMO level values, taken in the order of the records, are -0.029, 0.093 Eh.